This record from OMol25 describes a molecular structure, C35H29BrF2N8O2Y. The level of theory is ωB97M-V/def2-TZVPD.

For the calculated total energy, the calculation gives -4751.963323 a.u. The value obtained for the gap between HOMO and LUMO (alpha / beta) is 6.88 / 5.21 eV. The highest occupied orbital energy (alpha / beta) is -4.37 / -2.70 eV. The value obtained for the strongest force on any atom is 1.19 eV Å⁻¹. The calculation puts the energy above the lowest of the compared OMol25 structures with the same formula, charge and spin at 68.2 kJ/mol. The value obtained for the LUMO energy (alpha / beta) is 2.51 / 2.50 eV.

ORCA input file:
```
! RIJCOSX wB97M-V def2-TZVPD def2/J DEFGRID3
* xyz -1 1
Y -0.0023 -0.1580 0.0751
N 2.8932 1.8269 -0.7391
C 3.2586 1.0250 0.2890
N 4.5280 1.1427 0.6889
C 4.8711 0.3128 1.6846
N 6.1926 0.3150 2.0415
N 4.0660 -0.4846 2.3529
C 2.7758 -0.4965 1.9355
N 2.3491 0.1900 0.8176
C 1.8191 -1.1964 2.7186
C 2.2058 -1.8962 3.8925
C 1.2523 -2.4239 4.7140
C -0.1122 -2.2549 4.3808
C -0.4120 -1.6168 3.2001
N 0.4949 -1.1216 2.3548
H 3.5399 2.5610 -0.9667
H 1.9060 1.9937 -0.9010
H 6.7275 1.1139 1.7525
H 6.3950 -0.0829 2.9411
H 3.2610 -1.9767 4.1053
H 1.5301 -2.9574 5.6146
H -0.8985 -2.6274 5.0223
H -1.4492 -1.4978 2.8941
F 0.8133 3.9798 3.8761
C -0.1326 3.3024 3.1873
C 0.2334 2.3280 2.2868
C -0.7155 1.6045 1.5543
C -2.0798 1.9230 1.7817
C -2.3993 2.9165 2.7100
F -3.6851 3.2819 2.9830
C -1.4530 3.6183 3.4242
C -3.0989 1.2104 0.9709
C -4.4845 1.3807 1.1051
C -5.3500 0.7279 0.2473
C -4.8403 -0.0979 -0.7416
C -3.4682 -0.2533 -0.7875
N -2.6284 0.3608 0.0378
H 1.2954 2.1327 2.1683
H -1.7451 4.3770 4.1358
H -4.8941 2.0188 1.8664
H -6.4187 0.8704 0.3511
H -5.4825 -0.6124 -1.4427
H -3.0055 -0.9138 -1.5129
Br 2.6688 -2.6528 -1.0717
C 2.2476 -1.5009 -2.5264
C 2.8204 -1.7265 -3.7626
C 2.4782 -0.8519 -4.7851
C 1.6117 0.1936 -4.5155
C 1.1160 0.3391 -3.2319
N 1.4195 -0.5148 -2.2470
C 0.2245 1.5251 -2.8462
O -0.1963 2.2319 -3.7521
O 0.0466 1.6546 -1.5899
H 3.5020 -2.5491 -3.9171
H 2.8947 -0.9883 -5.7748
H 1.3158 0.9087 -5.2694
C -2.6387 -3.4607 0.1641
C -1.2202 -3.5562 -0.4513
C -0.3209 -4.1283 0.6538
C -0.7475 -2.1654 -0.8832
C -1.2738 -4.5066 -1.6519
C -2.1509 -4.2355 -2.7070
C -2.2096 -5.0385 -3.8323
C -1.3815 -6.1491 -3.9418
C -0.5088 -6.4377 -2.9073
C -0.4605 -5.6300 -1.7760
H -2.6299 -2.7455 0.9890
H -2.9472 -4.4399 0.5433
H -3.3801 -3.1308 -0.5634
H -0.3420 -3.4781 1.5230
H 0.7152 -4.2095 0.3264
H -0.6712 -5.1195 0.9592
H -0.7793 -2.1345 -1.9822
H -2.7933 -3.3642 -2.6540
H -2.8964 -4.7980 -4.6354
H -1.4199 -6.7796 -4.8218
H 0.1451 -7.2992 -2.9772
H 0.2367 -5.8885 -0.9910
*
```